(1)
42
Properties=species:S:1:pos:R:3:forces:R:3 method="wB97M-V/def2-TZVPD" orbital_gap_ev=6.914 total_charge=-1 e_above_lowest_kj_mol=0.0 e_homo_ev=-4.9444 lumo_ev=1.97
N 0.288 -1.011 1.189 -0.516 1.590 -0.656
H -0.039 -1.874 1.684 0.582 -0.664 0.453
H 0.592 -1.181 0.229 0.040 -0.339 0.388
H 0.985 -0.383 1.660 0.394 -0.890 0.681
H -0.505 -0.372 1.087 -0.147 -0.268 0.057
N 0.523 -4.193 2.612 0.528 -0.806 0.392
O 1.613 -3.675 2.871 -0.104 0.315 -0.240
O -0.462 -3.469 2.281 -0.392 0.613 -0.431
O 0.373 -5.423 2.688 -0.237 0.265 -0.116
Br 2.501 0.459 3.295 -0.339 0.038 -0.009
Cl 1.432 -1.893 -1.814 0.160 0.021 -0.153
C 1.416 -1.770 -3.602 -0.053 -0.819 0.132
C -0.002 -1.857 -4.129 0.545 0.612 0.013
Cl -0.608 -3.522 -4.089 -0.139 -0.023 0.122
H 1.976 -2.649 -3.914 0.147 0.165 -0.214
H 1.936 -0.867 -3.903 -0.141 0.146 0.088
H -0.036 -1.518 -5.163 0.004 -0.071 -0.039
H -0.626 -1.203 -3.529 -0.265 -0.195 -0.016
Cl 4.692 4.135 1.412 0.026 0.162 -0.095
C 3.823 2.617 1.029 0.368 -0.340 -0.243
C 2.731 2.901 0.027 0.203 0.456 0.428
Cl 1.740 1.445 -0.187 -0.298 -0.007 -0.348
H 3.446 2.190 1.959 -0.104 0.087 -0.068
H 4.548 1.923 0.610 0.064 0.019 0.064
H 3.104 3.168 -0.957 0.112 0.073 0.015
H 2.129 3.721 0.418 -0.289 -0.134 -0.168
Cl -3.202 -1.002 -3.978 -0.508 0.167 -0.258
C -4.209 -1.689 -2.684 0.478 -0.204 0.758
C -3.353 -1.957 -1.448 -0.210 -0.546 -0.391
Cl -2.442 -0.532 -0.925 -0.021 0.163 0.136
H -4.584 -2.644 -3.043 -0.115 0.029 -0.034
H -5.034 -1.035 -2.414 0.050 0.232 -0.382
H -2.650 -2.760 -1.663 0.163 0.138 0.069
H -3.993 -2.282 -0.630 0.022 0.104 0.054
Cl -1.441 1.540 2.490 -0.162 -0.211 -0.189
C -0.987 3.214 2.173 0.322 0.748 -0.086
C -0.835 3.962 3.485 -0.187 -0.296 -0.280
Cl -2.437 4.264 4.220 -0.052 0.101 0.105
H -1.725 3.678 1.521 -0.226 -0.100 0.188
H -0.045 3.272 1.625 0.117 -0.463 0.200
H -0.364 4.928 3.329 0.044 -0.001 0.020
H -0.271 3.348 4.181 0.135 0.133 0.053



(2)
31
Properties=species:S:1:pos:R:3:forces:R:3 method="wB97M-V/def2-TZVPD" orbital_gap_ev=6.926 total_charge=0 e_above_lowest_kj_mol=117.8 e_homo_ev=-6.8200 lumo_ev=0.11
Br -4.394 0.334 0.383 0.642 0.076 -0.069
C -0.288 2.048 2.204 -0.081 0.643 -0.593
C -0.433 0.728 1.433 0.336 -1.106 0.263
N -0.244 0.732 -0.067 1.043 0.041 -1.614
C -1.032 1.900 -0.678 0.354 -0.626 1.044
C 1.273 0.918 -0.411 -0.860 0.185 0.923
C 1.664 0.816 -1.902 -0.290 -0.268 1.318
C -0.745 -0.546 -0.773 -1.437 0.409 -0.027
C -0.100 -1.902 -0.720 1.494 -1.396 1.180
O -0.043 -2.454 0.574 -0.920 1.120 2.423
C 0.711 -3.621 0.667 0.620 -0.371 -1.366
H -1.166 2.683 2.086 -0.336 -0.361 0.345
H 0.500 2.743 1.914 0.499 -0.439 -0.516
H -0.061 1.893 3.258 -0.468 -0.413 -0.050
H -1.395 0.241 1.590 -0.364 0.485 0.028
H 0.274 -0.028 1.774 0.199 0.147 0.146
H -0.614 2.784 -0.197 0.271 0.163 -0.768
H -2.064 1.873 -0.328 -0.273 -0.644 -0.191
H -0.964 1.797 -1.761 0.015 0.529 0.253
H 1.786 0.275 0.304 0.066 -0.646 -0.560
H 1.491 1.892 0.028 0.066 0.293 -0.535
H 1.129 1.616 -2.414 0.453 -0.171 -0.419
H 1.474 -0.164 -2.340 -0.459 0.137 0.064
H 2.750 0.884 -1.961 -0.056 0.613 -0.047
H -0.865 -0.277 -1.823 0.346 0.058 -0.011
H -1.784 -0.635 -0.455 -0.258 -0.025 0.384
H 0.936 -2.021 -1.037 0.284 0.862 -0.837
H -0.645 -2.661 -1.282 -0.571 0.612 -0.814
H 0.322 -4.303 -0.089 0.121 -0.551 -0.006
H 0.784 -4.149 1.618 -0.822 0.668 0.270
H 1.745 -3.395 0.404 0.386 -0.023 -0.217



(3)
30
Properties=species:S:1:pos:R:3:forces:R:3 method="wB97M-V/def2-TZVPD" orbital_gap_ev=8.493 total_charge=0 e_above_lowest_kj_mol=200.5 e_homo_ev=-7.6457 lumo_ev=0.85
C 1.061 -1.085 -0.034 0.222 -0.223 -0.406
C 1.674 -2.376 0.533 0.150 -0.071 0.105
C 0.094 -1.455 -1.188 -0.188 0.112 0.149
C 2.183 -0.236 -0.686 -0.090 0.204 0.366
H -0.857 1.451 -0.088 0.141 -0.223 0.161
H 2.376 -2.166 1.346 -0.142 0.062 -0.066
H 2.228 -2.914 -0.247 -0.105 0.127 0.070
H 0.907 -3.059 0.912 0.033 0.130 -0.036
H -0.704 -2.133 -0.872 0.094 0.076 0.041
H -0.374 -0.561 -1.616 0.102 -0.052 0.165
H 0.628 -1.959 -2.002 0.067 0.068 0.271
H 1.803 0.739 -1.015 -0.057 -0.151 0.070
H 3.019 -0.063 0.001 -0.115 -0.053 -0.035
H 2.598 -0.736 -1.569 -0.198 -0.054 0.237
C -0.737 -0.987 1.716 0.229 0.252 0.019
C -2.889 1.597 -0.882 -0.127 0.002 -0.147
N 0.316 -0.284 0.976 -0.521 0.316 -0.711
C -1.511 2.107 -0.641 0.490 0.875 -0.290
N 1.176 0.387 1.934 0.585 -0.095 0.535
C -1.013 3.280 -1.051 -0.249 -0.744 0.294
H 1.840 1.003 1.458 -0.433 -0.374 -0.251
H 0.620 1.039 2.498 -0.200 -0.447 -0.422
H -1.310 -1.681 1.096 0.315 0.184 -0.143
H -0.351 -1.542 2.578 0.104 -0.027 0.029
H -1.463 -0.251 2.085 0.164 -0.019 0.029
H -3.451 1.587 0.057 -0.051 -0.082 -0.096
H -3.430 2.201 -1.614 0.009 -0.004 0.115
H -2.842 0.568 -1.257 -0.093 0.078 0.085
H 0.018 3.536 -0.823 -0.136 0.084 -0.046
H -1.608 3.995 -1.604 0.000 0.051 -0.091



(4)
35
Properties=species:S:1:pos:R:3:forces:R:3 method="wB97M-V/def2-TZVPD" orbital_gap_ev=9.084 total_charge=0 e_above_lowest_kj_mol=457.3 e_homo_ev=-8.3494 lumo_ev=0.73
C -1.854 0.519 1.596 -0.471 -4.171 -4.688
C -0.704 2.687 1.471 0.637 0.610 0.751
C 0.870 2.313 1.325 -0.366 3.951 0.870
C 1.444 2.644 -0.083 2.040 -0.836 0.733
C 1.218 0.454 -0.923 -1.467 -3.034 -0.106
C 0.713 -0.358 -2.269 0.926 5.859 1.521
C 1.235 -1.710 -2.157 0.935 -1.821 -4.326
C 0.094 -2.957 -0.680 -2.561 -2.135 1.982
H -2.312 -1.391 2.303 -0.934 3.592 0.197
H -3.520 0.011 2.780 3.894 -1.269 -0.917
H -1.094 0.659 -0.155 -0.653 -0.764 0.493
H -0.991 1.194 3.175 -2.321 2.478 -3.449
H -0.627 3.670 2.104 -0.987 -1.904 -1.169
H -1.235 2.888 0.504 0.755 -0.109 0.761
H 1.351 3.016 2.119 -0.366 -1.597 -1.150
H 1.051 1.287 1.547 0.179 -0.747 0.173
H 2.599 2.394 -0.164 -2.081 -0.195 0.460
H 1.568 3.691 -0.476 -1.506 -0.739 0.536
H 0.898 -0.341 -0.090 0.135 2.501 -1.104
H 2.309 0.423 -0.788 -0.089 0.426 -0.632
H 0.958 0.389 -3.116 0.421 -1.951 0.772
H -0.358 -0.280 -2.302 -0.453 -0.081 0.174
H 0.522 -2.352 -2.818 1.796 0.865 0.386
H 2.290 -1.747 -2.518 -0.795 0.007 -0.039
H 1.990 -2.974 -0.725 -0.093 0.593 0.033
H -1.128 -1.265 -1.198 0.190 -1.874 0.726
H -1.709 -2.861 -0.713 -0.296 1.710 -1.356
H -0.845 -4.375 0.236 -2.093 -0.559 0.303
N -2.448 -0.298 2.499 -4.126 -3.909 2.725
N -1.681 -0.030 0.388 0.825 3.564 1.476
N -1.553 1.658 2.185 4.747 2.199 3.950
N 1.226 -2.312 -0.884 2.567 -0.830 0.863
N -0.998 -2.302 -1.247 -1.962 -1.949 1.750
N 0.049 -4.117 -0.043 2.602 2.710 -1.456
O 0.671 1.774 -0.886 0.971 -0.590 -1.242



(5)
32
Properties=species:S:1:pos:R:3:forces:R:3 method="wB97M-V/def2-TZVPD" orbital_gap_ev=10.324 total_charge=0 e_above_lowest_kj_mol=234.7 e_homo_ev=-9.5014 lumo_ev=0.82
C 15.022 -5.520 -22.105 1.688 0.751 -0.951
O 13.734 -5.686 -21.598 0.216 -0.411 0.273
C 13.733 -6.379 -20.380 0.206 -0.598 0.784
C 14.696 -5.894 -19.284 -1.026 0.270 0.587
O 14.677 -4.511 -19.008 0.787 0.146 -0.477
C 13.464 -4.018 -18.538 -0.860 -0.056 0.381
H 14.992 -5.361 -23.185 -0.449 0.157 0.077
H 15.776 -6.318 -22.008 -0.799 -0.645 0.423
H 15.566 -4.668 -21.674 -0.467 0.178 0.122
H 13.998 -7.442 -20.490 0.096 -0.023 -0.403
H 12.711 -6.419 -20.000 -0.094 0.457 -0.123
H 15.726 -6.196 -19.450 0.069 0.202 -0.205
H 14.348 -6.377 -18.357 0.159 -0.442 -0.135
H 12.985 -4.697 -17.813 0.193 -0.092 -0.067
H 12.729 -3.848 -19.336 0.154 0.050 -0.048
H 13.641 -3.086 -18.000 0.124 0.051 -0.227
C 9.908 -5.811 -18.048 -0.065 -0.015 -0.251
O 8.572 -5.457 -17.732 0.295 -0.335 -0.078
C 7.764 -6.545 -17.343 -0.926 0.777 1.339
C 7.433 -7.660 -18.332 0.692 -0.849 0.105
O 7.696 -8.947 -17.772 -0.097 -0.014 0.076
C 6.663 -9.493 -16.964 0.544 -0.223 -0.857
H 9.922 -6.150 -19.089 0.458 0.023 0.054
H 10.346 -6.587 -17.407 -0.407 -0.126 0.071
H 10.538 -4.933 -17.906 -0.187 0.114 -0.284
H 6.836 -6.060 -17.009 0.050 -0.033 -0.299
H 8.143 -6.963 -16.396 0.314 -0.366 -0.379
H 8.108 -7.669 -19.190 -0.273 0.529 -0.134
H 6.387 -7.615 -18.647 0.064 0.130 -0.213
H 5.819 -9.809 -17.592 -0.201 0.424 0.126
H 6.371 -8.784 -16.188 -0.176 -0.282 0.197
H 7.084 -10.428 -16.593 -0.082 0.249 0.516



(6)
32
Properties=species:S:1:pos:R:3:forces:R:3 method="wB97M-V/def2-TZVPD" orbital_gap_ev="8.571 / 5.673" total_charge=+1 e_above_lowest_kj_mol=140.4 e_homo_ev="-13.9000 / -13.8448" spin_multiplicity=2 lumo_ev="-5.33 / -8.17"
C 1.717 -0.484 -0.533 1.880 -2.528 -0.267
C 0.347 -1.259 -0.634 1.421 1.310 0.812
C -0.633 -0.108 -0.677 -0.436 -0.499 -0.658
C -0.675 0.847 0.244 -1.430 0.470 1.049
C -0.681 0.606 -3.043 0.078 0.293 -1.570
C -1.368 0.088 -1.968 -0.585 0.671 1.067
C -2.817 -0.007 -1.992 2.092 -0.292 0.559
C -3.455 -0.278 -0.822 -2.489 0.324 -0.285
H 1.797 0.506 -0.952 -0.501 0.349 -0.019
H 2.048 -0.502 0.529 -0.307 0.105 -0.842
H 2.485 -1.089 -1.097 -0.534 0.554 0.749
H 0.377 -1.987 -1.447 -0.499 0.441 -0.174
H 0.327 -1.835 0.301 -0.485 0.135 -0.218
H -0.280 0.788 1.255 0.700 -0.361 -0.345
H -1.310 1.732 0.173 0.042 -0.234 -0.507
H -1.101 0.664 -4.043 -0.483 -0.104 0.142
H 0.294 1.083 -3.041 0.169 -0.406 0.702
H -3.392 0.169 -2.891 0.155 -0.132 -0.101
H -3.177 -0.298 0.215 1.094 -0.289 -0.053
H -4.540 -0.364 -0.900 0.105 0.000 -0.074
H -1.369 -3.103 2.842 -0.278 0.106 -0.714
H -1.557 -2.126 1.572 -0.002 -0.744 -0.343
O -1.449 -2.196 2.515 0.304 0.540 1.058
H 2.685 0.756 1.594 0.351 0.353 -0.356
H 3.222 2.220 1.261 0.231 -0.371 -0.296
O 2.950 1.609 1.949 -0.409 0.194 0.706
H 1.950 -1.514 3.552 0.144 -0.210 -0.002
H 0.947 -2.532 3.062 -0.034 0.005 -0.015
O 1.890 -2.333 3.040 -0.163 0.386 -0.064
H 1.159 4.211 -0.284 0.385 0.457 -0.405
H 1.648 3.065 0.458 0.544 -0.056 -0.090
O 1.960 3.670 -0.238 -1.057 -0.467 0.555



(7)
32
Properties=species:S:1:pos:R:3:forces:R:3 method="wB97M-V/def2-TZVPD" orbital_gap_ev=7.946 total_charge=0 e_homo_ev=-7.5454 lumo_ev=0.40
C -2.807 0.827 -0.683 0.329 0.230 0.299
C -1.558 1.507 -0.011 -0.353 -0.329 -0.613
P -1.111 0.612 1.597 -1.189 0.187 0.758
B 0.266 -0.614 1.066 0.679 -0.393 -0.673
C 0.083 -2.189 0.854 -0.215 1.210 0.082
C 0.069 -2.459 -0.701 0.142 -1.066 0.797
C 1.486 -2.410 -1.342 -0.314 0.431 0.395
C 1.920 -1.009 -1.875 0.754 -0.064 0.349
N 0.807 -0.088 -2.111 0.053 -0.536 0.469
C -0.191 1.828 2.735 0.820 -0.214 -1.694
C 0.550 2.932 1.891 -0.264 -0.484 0.859
H -2.525 -0.054 -1.285 -0.045 0.287 0.332
H -3.525 0.506 0.090 0.205 0.139 -0.395
H -3.299 1.546 -1.362 0.169 -0.325 0.261
H -1.831 2.559 0.193 0.299 -0.496 0.183
H -0.741 1.484 -0.755 -0.198 0.195 0.510
H 1.354 -0.159 0.846 0.128 -0.011 0.271
H 0.931 -2.718 1.333 -0.401 0.084 -0.350
H -0.858 -2.502 1.340 0.345 -0.141 -0.400
H -0.680 -1.805 -1.174 0.382 -0.261 0.022
H -0.289 -3.504 -0.805 0.032 0.555 -0.118
H 1.565 -3.204 -2.103 -0.064 0.504 0.061
H 2.202 -2.675 -0.539 -0.279 -0.042 -0.503
H 2.553 -0.549 -1.089 -0.327 -0.123 -0.416
H 2.590 -1.136 -2.752 -0.400 -0.032 0.267
H 0.080 -0.516 -2.666 0.089 0.240 -0.305
H 1.125 0.783 -2.508 -0.100 -0.030 -0.215
H 0.565 1.201 3.252 -0.500 0.335 -0.032
H -0.899 2.247 3.463 0.326 -0.147 -0.251
H -0.173 3.746 1.721 0.594 -0.086 -0.070
H 0.905 2.541 0.921 -0.219 0.125 0.456
H 1.436 3.271 2.458 -0.481 0.257 -0.336



(8)
32
Properties=species:S:1:pos:R:3:forces:R:3 method="wB97M-V/def2-TZVPD" orbital_gap_ev=10.522 total_charge=+1 e_above_lowest_kj_mol=300.3 e_homo_ev=-12.8971 lumo_ev=-2.38
C 3.106 -0.945 1.795 -1.339 0.928 1.546
C 2.842 -0.694 0.524 -1.229 2.287 0.510
C -4.048 0.901 0.720 0.023 0.347 -3.383
C -0.371 -2.601 -0.246 0.268 -1.958 -0.372
C 2.039 2.563 -0.128 1.313 -2.607 -1.112
C 1.725 0.071 -2.280 -1.139 1.537 3.829
C -1.637 0.876 0.294 -2.317 -0.351 -1.158
C -0.472 -0.048 0.278 3.009 -1.217 2.372
N -2.833 0.114 0.721 0.799 -1.006 1.928
N -0.816 -1.281 -0.554 -0.597 2.723 -2.731
Si 1.703 0.616 -0.274 -1.599 -0.858 -1.514
H 3.910 -1.603 1.972 0.832 -0.734 0.618
H 2.583 -0.525 2.729 0.643 -0.637 -1.726
H 3.550 -1.070 -0.155 0.689 -0.778 -1.111
H -4.347 0.920 -0.486 -0.030 0.392 3.495
H -4.753 0.484 1.417 -0.699 -0.559 -0.435
H -3.847 1.885 1.137 -0.108 0.552 -0.462
H -0.423 -2.682 0.830 0.320 -0.727 0.156
H -0.915 -3.407 -0.812 -0.409 1.069 0.936
H 0.589 -2.766 -0.707 0.889 0.305 0.758
H 1.712 2.952 0.760 -0.833 0.812 2.563
H 3.089 2.862 -0.238 0.034 -0.674 0.175
H 1.571 3.132 -0.874 -1.097 0.372 -1.362
H 1.932 -0.961 -2.367 0.501 -0.937 -0.419
H 0.766 0.362 -2.663 -0.487 0.031 -0.568
H 2.442 0.775 -2.602 1.036 0.260 -0.947
H -2.011 1.335 -0.634 0.733 -0.571 -0.654
H -1.506 1.784 0.817 0.781 0.772 1.471
H -0.533 -0.565 1.332 0.792 1.320 -1.479
H -2.748 -0.240 1.705 0.484 0.404 -1.196
H -1.843 -1.191 -0.504 -0.363 -0.368 -0.338
H -0.455 -1.057 -1.509 -0.898 -0.131 0.612



| no. | electronic energy (eV) |
| --- | --- |
| 1 | -187965.6064 |
| 2 | -82198.3807 |
| 3 | -11598.7864 |
| 4 | -19603.7441 |
| 5 | -16807.0887 |
| 6 | -16798.9332 |
| 7 | -20090.3896 |
| 8 | -19485.1569 |